No. 1
The following is a quantum chemistry calculation of one molecule with the formula C5H8O at a distorted geometry, from the OMol25 dataset.

Structure (ORCA input):
```
! RIJCOSX wB97M-V def2-TZVPD def2/J DEFGRID3
* xyz 0 1
O 2.60 -0.28 -0.79
C 1.95 0.32 0.03
C 0.55 -0.02 0.43
C -0.23 -1.14 -0.26
C -1.47 -0.22 -0.26
C -0.58 0.98 0.12
H 2.38 1.21 0.53
H 0.44 -0.04 1.53
H 0.14 -1.36 -1.27
H -0.30 -2.08 0.29
H -2.02 -0.13 -1.20
H -2.18 -0.46 0.54
H -0.35 1.66 -0.69
H -0.92 1.57 1.00
*
```

Values from the calculation:
energy above the lowest of the compared OMol25 structures with the same formula, charge and spin	30.34	kcal per mole
E_LUMO	1.03	eV
highest occupied orbital energy	-9.758	eV
SMILES	O=CC1CCC1
strongest force on any atom	1.1	eV/Å


No. 2
The following is a quantum chemistry calculation of a 2-piece molecular cluster, C5H6IN overall at a distorted geometry, from the OMol25 dataset.

Structure (ORCA input):
```
! RIJCOSX wB97M-V def2-TZVPD def2/J DEFGRID3
* xyz 0 1
C -2.17 2.61 0.20
C -0.55 -0.61 0.06
C 0.62 -1.02 -0.23
C 1.76 -1.84 -0.30
C 0.38 0.47 0.15
N -3.02 2.96 0.85
I -2.57 -0.98 0.32
H 2.31 -1.55 -1.13
H 1.62 -2.90 -0.19
H 2.29 -1.49 0.49
H 0.34 1.24 -0.64
H 0.66 0.86 1.12
H -1.68 2.27 -0.69
*
```

Values from the calculation:
energy above the lowest of the compared OMol25 structures with the same formula, charge and spin	74.34	kcal per mole
E_LUMO	0.58	eV
highest occupied orbital energy	-8.972	eV
SMILES	CC1=C(I)C1.C#N
strongest force on any atom	3.4	eV/Å


No. 3
The following is a quantum chemistry calculation of one molecule with the formula C3H4O at a distorted geometry, from the OMol25 dataset.

Structure (ORCA input):
```
! RIJCOSX wB97M-V def2-TZVPD def2/J DEFGRID3
* xyz 0 1
C 0.00 0.00 -0.09
C 1.24 0.05 -0.02
C -1.43 -0.05 -0.01
O 2.54 0.22 -0.07
H -1.91 -0.50 0.81
H -1.85 0.97 -0.10
H -1.81 -0.57 -1.05
H 3.22 -0.13 0.54
*
```

Values from the calculation:
energy above the lowest of the compared OMol25 structures with the same formula, charge and spin	44.36	kcal per mole
E_LUMO	0.57	eV
highest occupied orbital energy	-8.715	eV
SMILES	CC#CO
strongest force on any atom	5.5	eV/Å


No. 4
The following is a quantum chemistry calculation of C20H18N2O4 as an isolated structure at a distorted geometry, from the OMol25 dataset.

Structure (ORCA input):
```
! RIJCOSX wB97M-V def2-TZVPD def2/J DEFGRID3
* xyz 0 1
C -0.57 -2.46 -3.98
C -0.69 -2.69 -2.49
H 0.30 -2.48 -2.18
H -0.95 -3.61 -2.19
O -1.70 -1.63 -1.69
C -1.17 -0.43 -1.56
O -0.05 0.05 -1.87
C -2.40 0.36 -0.92
O -2.15 0.23 0.47
C -2.34 -1.17 1.06
C -3.50 -1.56 1.14
C -3.78 -2.70 1.76
C -2.85 -3.62 2.23
C -1.41 -3.32 1.66
C -1.30 -1.91 1.22
C 0.30 -1.64 0.88
O 0.87 -2.45 0.40
C 0.66 -0.28 1.22
C 1.44 0.45 0.36
N 1.72 1.63 1.08
N 0.73 1.83 2.14
C 0.35 0.58 2.14
H -0.52 0.35 2.85
C 2.57 2.72 0.75
C 2.47 3.91 1.51
C 3.34 4.81 1.39
C 3.92 5.01 0.34
C 3.71 4.00 -0.97
C 3.07 2.92 -0.44
H 2.76 2.12 -1.22
H 4.13 4.14 -1.91
H 4.49 5.96 -0.07
H 3.58 5.58 2.14
H 2.14 3.69 2.82
H 2.13 0.27 -0.31
H -0.55 -4.00 1.69
H -3.02 -4.58 2.44
H -4.59 -3.33 2.15
H -4.39 -0.91 1.11
H -2.10 1.36 -1.17
H -3.25 -0.29 -1.07
H -0.01 -1.41 -4.26
H -1.52 -2.48 -4.34
H 0.11 -3.04 -4.31
*
```

Values from the calculation:
energy above the lowest of the compared OMol25 structures with the same formula, charge and spin	380.33	kcal per mole
E_LUMO	0.21	eV
highest occupied orbital energy	-8.249	eV
strongest force on any atom	18.7	eV/Å


No. 5
The following is a quantum chemistry calculation of C27H55NO29S7 as an isolated structure at a distorted geometry, from the OMol25 dataset.

Structure (ORCA input):
```
! RIJCOSX wB97M-V def2-TZVPD def2/J DEFGRID3
* xyz 0 1
C 5.39 0.13 3.12
C 5.79 -0.73 1.92
C 6.14 0.09 0.67
C 4.95 0.82 0.04
C 3.84 -0.12 -0.46
C 2.43 0.46 -0.22
C 1.48 -0.48 0.51
O 2.12 -1.51 1.32
S 0.93 -2.38 1.90
O 1.20 -2.75 3.25
O 0.59 -3.40 0.96
O -0.19 -1.26 1.87
C 0.41 0.06 1.45
C 0.96 0.65 2.78
N 0.14 0.41 3.95
C -0.76 0.83 0.87
C -0.47 2.03 -0.04
C 0.29 3.20 0.56
C -0.52 3.97 1.63
C 0.37 4.54 2.73
O 1.51 5.18 2.18
C 2.76 4.64 2.54
H 4.65 -0.42 3.71
H 6.23 0.35 3.77
H 4.90 1.06 2.83
H 5.00 -1.45 1.70
H 6.68 -1.30 2.19
H 6.86 0.85 0.99
H 6.67 -0.52 -0.07
H 4.56 1.51 0.79
H 5.34 1.41 -0.80
H 3.95 -1.09 0.01
H 3.99 -0.25 -1.54
H 2.52 1.42 0.28
H 1.96 0.66 -1.19
H 0.92 -1.04 -0.25
H 1.06 1.73 2.66
H 1.94 0.24 2.98
H -0.84 0.54 3.79
H 0.31 -0.50 4.34
H -1.44 1.11 1.67
H -1.31 0.11 0.26
H -1.45 2.39 -0.36
H 0.01 1.66 -0.96
H 0.56 3.89 -0.23
H 1.24 2.88 1.00
H -1.30 3.35 2.07
H -0.99 4.82 1.13
H -0.21 5.30 3.27
H 0.64 3.78 3.47
H 3.41 4.66 1.66
H 2.68 3.60 2.87
H 3.23 5.24 3.33
C 6.75 -1.60 8.35
C 5.51 -1.62 7.47
O 6.00 -1.25 6.18
S 7.48 -1.82 5.97
O 7.42 -3.05 5.25
O 8.31 -0.76 5.53
O 7.77 -2.15 7.50
H 7.04 -0.59 8.63
H 6.65 -2.22 9.24
H 4.76 -0.90 7.79
H 5.07 -2.62 7.41
C -3.05 -0.59 -2.89
C -4.44 -0.10 -3.21
O -4.92 0.44 -1.96
S -3.71 1.06 -1.14
O -3.67 2.47 -1.35
O -3.73 0.52 0.17
O -2.52 0.40 -1.98
H -3.07 -1.55 -2.38
H -2.42 -0.65 -3.78
H -5.09 -0.89 -3.55
H -4.41 0.71 -3.95
C 0.41 2.35 -5.87
C -0.43 2.64 -4.64
O -1.72 2.95 -5.19
S -1.98 2.10 -6.51
O -2.75 0.95 -6.17
O -2.39 2.97 -7.55
O -0.48 1.63 -6.74
H 0.73 3.27 -6.37
H 1.28 1.73 -5.65
H -0.08 3.49 -4.07
H -0.53 1.76 -4.00
C -3.39 6.89 -4.46
C -2.81 8.20 -4.96
O -1.40 7.96 -4.96
S -1.09 6.44 -5.31
O -0.78 6.31 -6.69
O -0.22 5.91 -4.32
O -2.57 5.89 -5.07
H -3.31 6.79 -3.37
H -4.43 6.73 -4.76
H -3.04 9.04 -4.32
H -3.13 8.41 -5.98
C -1.57 -4.12 -0.35
C -2.37 -3.80 0.89
O -3.70 -3.56 0.39
S -3.99 -4.48 -0.86
O -4.71 -5.64 -0.46
O -4.48 -3.67 -1.92
O -2.49 -4.90 -1.15
H -1.30 -3.22 -0.91
H -0.68 -4.71 -0.16
H -2.02 -2.92 1.42
H -2.41 -4.65 1.58
C -6.60 -8.50 -1.80
C -7.21 -8.52 -0.42
O -8.19 -9.57 -0.49
S -7.68 -10.72 -1.48
O -7.09 -11.77 -0.73
O -8.72 -10.99 -2.41
O -6.52 -9.89 -2.18
H -7.25 -7.99 -2.51
H -5.61 -8.06 -1.82
H -7.68 -7.59 -0.15
H -6.47 -8.79 0.34
*
```

Values from the calculation:
E_LUMO	-0.14	eV
highest occupied orbital energy	-9.917	eV
strongest force on any atom	1.2	eV/Å


No. 6
The following is a quantum chemistry calculation of one molecule with the formula C3H4N2S2 at a distorted geometry, from the OMol25 dataset.

Structure (ORCA input):
```
! RIJCOSX wB97M-V def2-TZVPD def2/J DEFGRID3
* xyz 0 1
C 0.50 0.64 -0.80
C -0.22 -0.95 0.78
C -1.14 0.23 0.80
H 1.16 2.06 -1.96
H 1.34 -0.99 -0.57
H -0.61 -2.02 0.88
H 0.67 -0.85 1.67
N 1.21 1.06 -1.87
N 0.52 -0.65 -0.42
S -2.66 -0.11 1.46
S -0.77 1.58 0.04
*
```

Values from the calculation:
energy above the lowest of the compared OMol25 structures with the same formula, charge and spin	57.46	kcal per mole
E_LUMO	-0.77	eV
highest occupied orbital energy	-8.827	eV
SMILES	[H]/N=C1/NCC(=S)S1
strongest force on any atom	8.5	eV/Å